(1)
Here is the ion C11H19N2 with charge +1 in a non-equilibrium geometry from OMol25. Energies are from the ωB97M-V functional and the def2-TZVPD basis.

```
! wB97M-V def2-TZVPD RIJCOSX def2/J DEFGRID3
* xyz 1 1
C 1.92773 1.79882 -0.94451
C 0.27937 0.42055 -0.41828
C -1.31252 1.26872 1.11288
C 2.71458 0.76548 -0.17933
C -2.16529 1.05794 -0.81890
C -2.44680 1.96267 0.47009
C -1.16194 0.24847 -0.05138
C -1.76101 -2.05935 -1.02818
C 1.54539 -0.29131 1.65408
C 1.90785 -1.64539 -0.26474
C -1.57938 -1.20257 0.24418
N 0.66898 1.51003 -1.13590
N 1.63464 -0.26001 0.19210
H 2.48608 2.71391 -1.20608
H -0.66871 1.84632 1.75889
H 3.53097 0.22635 -0.65506
H 3.04372 1.21113 0.72182
H -3.07523 0.64552 -1.27943
H -1.69316 1.56732 -1.64578
H -2.39108 2.99561 0.39741
H -3.39590 1.76308 0.90666
H -2.61013 -1.85272 -1.55382
H -1.80928 -3.06552 -0.72181
H -0.85657 -2.00143 -1.70146
H 2.57468 -0.57185 2.03783
H 1.26449 0.82517 1.96149
H 0.73505 -1.10146 1.75050
H 2.87566 -1.96608 0.03908
H 1.01209 -2.30496 0.00510
H 2.16960 -1.61445 -1.30721
H -0.85799 -1.57804 0.97204
H -2.58588 -1.31195 0.68773
*
```

## Properties
Energy above the lowest of the compared OMol25 structures with the same formula, charge and spin ... 6.686 eV
F_max ... 0.08552 Eh/bohr

The computed natural (NBO) charges, all in e, follow: 0.08 0.45 -0.04 -0.28 -0.39 -0.47 -0.19 -0.60 -0.42 -0.43 -0.38 -0.42 -0.27 0.23 0.19 0.24 0.23 0.24 0.25 0.23 0.24 0.22 0.23 0.19 0.24 0.24 0.23 0.24 0.25 0.24 0.18 0.24

=====

(2)
Here is a structure of composition C20H21MnN2O6S in a non-equilibrium geometry from OMol25. Energies are from the ωB97M-V functional and the def2-TZVPD basis.

```
! wB97M-V def2-TZVPD RIJCOSX def2/J DEFGRID3
* xyz 0 5
Mn -0.65817 0.48034 -0.02269
C 0.57243 1.41564 -3.82489
O -0.28357 0.61384 -4.61169
C -1.22707 -0.19336 -4.05239
C -1.97767 -0.92796 -4.95949
C -3.00307 -1.76686 -4.54369
C -3.26917 -1.91156 -3.20389
C -2.51857 -1.21886 -2.23999
C -2.79137 -1.42076 -0.85589
N -2.11737 -0.86916 0.11761
N -2.45847 -1.15646 1.39401
C -1.70407 -0.47736 2.23001
O -0.79447 0.31974 1.76451
C -1.85217 -0.59956 3.68141
C -2.61157 -1.59776 4.28861
C -2.63267 -1.69146 5.66881
C -1.91797 -0.79456 6.45041
C -1.18867 0.21824 5.84811
C -1.15567 0.31264 4.47321
C -1.48237 -0.31876 -2.65789
O -0.79217 0.35684 -1.78659
H 1.17813 1.96974 -4.54379
H 1.22663 0.80734 -3.19029
H 0.02043 2.11724 -3.19429
H -1.74207 -0.81806 -6.00469
H -3.58477 -2.29946 -5.27849
H -4.06397 -2.56286 -2.87539
H -3.60717 -2.08876 -0.58699
H -3.15707 -2.29486 3.67121
H -3.20267 -2.47496 6.14771
H -1.92567 -0.88456 7.52711
H -0.63997 0.92764 6.44901
H -0.58957 1.08214 3.97291
O 1.49293 -0.24006 -0.22879
S 2.47303 0.72474 -0.81599
C 3.55233 1.25084 0.57501
C 4.97873 1.10314 0.08151
C 5.04893 -0.26956 -0.58589
C 3.82423 -0.38106 -1.48159
H 3.32953 0.57714 1.39991
H 3.28003 2.26744 0.84041
H 5.69983 1.18574 0.89601
H 5.20153 1.88404 -0.64909
H 5.04013 -1.04696 0.17921
H 5.96413 -0.38346 -1.16719
H 3.40553 -1.38186 -1.52199
H 4.03293 -0.02586 -2.48959
O 0.70693 2.46884 0.01151
C -0.34287 3.13404 -0.07059
O -1.48337 2.64184 -0.06179
H -0.25267 4.23774 -0.16269
*
```

## Properties
Energy above the lowest of the compared OMol25 structures with the same formula, charge and spin ... 0.720 eV
F_max ... 0.03962 Eh/bohr

The computed natural (NBO) charges, all in e, follow: 1.66 -0.23 -0.50 0.23 -0.21 -0.24 -0.17 -0.22 0.18 -0.38 -0.39 0.55 -0.72 -0.07 -0.17 -0.22 -0.19 -0.22 -0.17 0.39 -0.75 0.19 0.17 0.19 0.23 0.22 0.21 0.21 0.23 0.21 0.21 0.21 0.23 -1.02 1.28 -0.59 -0.41 -0.41 -0.59 0.24 0.25 0.23 0.21 0.21 0.22 0.25 0.22 -0.78 0.65 -0.72 0.09

=====

(3)
Here is a cluster of 2 separate species, C2H5N2O2S in total in a non-equilibrium geometry from OMol25. Energies are from the ωB97M-V functional and the def2-TZVPD basis.

```
! wB97M-V def2-TZVPD RIJCOSX def2/J DEFGRID3
* xyz 1 1
C 1.41757 0.99556 -0.51149
C 2.50247 0.51479 -0.36707
N -1.86862 -2.78751 0.47004
N 0.08280 1.55959 -0.52410
O -1.51716 -0.49802 -0.49406
O -0.58528 -0.85514 1.75870
S -1.28749 -1.39411 0.61301
H -1.60902 -3.23141 1.36608
H 3.52259 0.26383 -0.26983
H -0.00284 2.29678 0.06910
H -0.74217 0.94636 -0.71916
H 0.08713 2.18926 -1.39124
*
```

## Properties
Energy above the lowest of the compared OMol25 structures with the same formula, charge and spin ... 2.450 eV
F_max ... 0.11973 Eh/bohr

The computed natural (NBO) charges, all in e, follow: 0.04 -0.07 -0.89 -0.70 -0.91 -0.81 2.25 0.41 0.27 0.45 0.50 0.46

=====

(4)
Here is the molecule C6H6O3S in a non-equilibrium geometry from OMol25. Energies are from the ωB97M-V functional and the def2-TZVPD basis.

```
! wB97M-V def2-TZVPD RIJCOSX def2/J DEFGRID3
* xyz 0 3
C 1.62383 -0.24720 -1.26440
C 0.92338 -1.03435 -0.23902
C 1.26240 0.98126 -1.50069
C -0.63702 -1.18091 -0.38257
C -0.39490 0.50773 1.35008
C -1.18916 -0.01705 0.40746
O 1.09808 2.13117 -1.60931
O -0.83054 1.35415 2.26067
O -2.42488 0.36689 -0.10328
S 1.20159 -0.13509 1.41186
H 2.24866 -0.65414 -1.90807
H 1.55785 -1.95197 -0.22287
H -1.01590 -1.17947 -1.31468
H -0.78821 -2.11269 0.05228
H -0.09989 1.93621 2.65970
H -2.53529 1.23546 0.40284
*
```

## Properties
Energy above the lowest of the compared OMol25 structures with the same formula, charge and spin ... 2.588 eV
F_max ... 0.09732 Eh/bohr

The computed natural (NBO) charges, all in e, follow: -0.49 -0.33 0.49 -0.46 0.02 0.32 -0.51 -0.68 -0.62 0.35 0.22 0.23 0.23 0.23 0.50 0.49

=====

(5)
Here is a structure of composition C22H26Cl2N5O2Rb in a non-equilibrium geometry from OMol25. Energies are from the ωB97M-V functional and the def2-TZVPD basis.

```
! wB97M-V def2-TZVPD RIJCOSX def2/J DEFGRID3
* xyz 0 1
Rb -0.39554 -0.45259 -1.71819
C -2.07011 -2.47513 0.64501
C -2.43182 -1.16980 0.95906
C -3.30035 -0.46949 0.12905
C -3.80834 -1.07803 -1.01309
C -3.43976 -2.38030 -1.33028
C -2.57031 -3.07928 -0.50186
H -1.39650 -3.02090 1.29380
H -2.03387 -0.69259 1.84622
H -3.57527 0.55084 0.36820
H -4.48427 -0.53206 -1.65871
H -3.83202 -2.85178 -2.22241
H -2.28058 -4.09193 -0.75135
N 4.58846 -3.13057 0.41275
C 3.94714 -1.88603 0.87336
C 4.38624 -1.43668 2.26090
C 3.64516 -0.16821 2.71162
N 2.22503 -0.37057 3.01260
C 3.81156 0.93200 1.66217
C 3.45236 0.50451 0.23759
N 2.00595 0.28539 0.10344
C 4.19952 -0.77769 -0.13796
H 4.60471 -3.82114 1.15665
H 5.55662 -2.95436 0.16343
H 3.39807 -3.66009 -0.76377
H 2.86976 -2.07399 0.89321
H 5.46613 -1.24032 2.24235
H 4.21926 -2.23821 2.98892
H 4.11499 0.18456 3.63349
H 2.09979 -1.13194 3.66933
H 1.71168 -0.59492 2.16623
H 4.85679 1.25458 1.66495
H 3.20772 1.79766 1.94485
H 3.78529 1.30358 -0.43401
H 1.71693 0.52862 -0.83722
H 1.48786 0.99646 0.62868
H 5.27735 -0.57241 -0.18169
H 3.89475 -1.10530 -1.13656
Cl -2.27444 2.21186 -3.21558
C -2.11479 2.80772 -1.57450
C -3.15175 3.57780 -1.04032
C -3.11114 3.97615 0.26290
Cl -4.41273 4.94448 0.90768
C -2.03034 3.58548 1.09608
C -1.95880 3.88583 2.47498
C -0.92098 3.40883 3.22016
C 0.05912 2.62033 2.58807
N 0.04327 2.35177 1.30568
C -0.97114 2.82674 0.53815
C -0.94209 2.47085 -0.88207
O 0.02886 1.84212 -1.40426
H -3.99070 3.85041 -1.66684
H -2.74040 4.48284 2.92508
H -0.84991 3.61443 4.27980
H 0.87015 2.18120 3.16235
O 0.67074 -2.80359 -2.23800
C 1.65368 -3.30084 -1.80949
N 2.61122 -3.88640 -1.41812
*
```

## Properties
Energy above the lowest of the compared OMol25 structures with the same formula, charge and spin ... 1.067 eV
F_max ... 0.03497 Eh/bohr

The computed natural (NBO) charges, all in e, follow: 0.95 -0.23 -0.24 -0.17 -0.24 -0.23 -0.22 0.22 0.23 0.22 0.23 0.22 0.22 -0.84 -0.07 -0.42 -0.05 -0.85 -0.41 -0.05 -0.92 -0.41 0.37 0.37 0.45 0.20 0.20 0.20 0.19 0.35 0.38 0.21 0.23 0.19 0.37 0.42 0.20 0.21 -0.05 -0.20 -0.21 -0.11 -0.03 -0.04 -0.17 -0.26 0.04 -0.43 0.05 0.43 -0.84 0.24 0.23 0.22 0.20 -0.62 0.84 -0.75

=====

(6)
Here is a cluster of 2 separate species, C15H21FN3S in total from OMol25. Energies are from the ωB97M-V functional and the def2-TZVPD basis.

```
! wB97M-V def2-TZVPD RIJCOSX def2/J DEFGRID3
* xyz 1 1
C 2.09041 -2.23027 1.64832
C 1.79608 -0.93385 2.39120
S 1.60489 0.53976 1.34246
C -0.19016 0.60600 1.06305
C -0.70658 -0.53053 0.21213
C 0.08069 -0.96899 -0.86187
N -0.35652 -1.93893 -1.64227
N -1.49037 -2.59433 -1.52762
C -2.26770 -2.20637 -0.54488
C -1.94011 -1.16824 0.35608
C -2.94833 -0.80100 1.41378
C -3.42288 -1.96246 2.29287
N -4.20045 -2.97701 1.57753
H 1.21371 -2.64522 1.15699
H 2.89825 -2.11164 0.93262
H 2.41523 -2.97485 2.37382
H 0.89889 -1.04662 2.99493
H 2.63870 -0.69923 3.03215
H -0.65706 0.64205 2.03741
H -0.38632 1.53086 0.52461
H 1.04474 -0.53592 -1.07879
H 0.22422 -2.23072 -2.41772
H -3.21063 -2.71755 -0.45223
H -3.78891 -0.28552 0.95377
H -2.49022 -0.07659 2.07966
H -2.58150 -2.40914 2.81905
H -4.04370 -1.51780 3.06830
H -3.76790 -3.88553 1.65242
H -5.14042 -3.05224 1.93252
F -0.04360 3.18051 -1.00807
C 1.09826 3.31387 -1.73418
C 2.27669 3.58829 -1.07260
C 3.44426 3.70088 -1.81307
C 3.41132 3.55621 -3.19358
C 2.20983 3.28813 -3.83552
C 1.03748 3.15891 -3.10332
H 2.27632 3.70497 0.00342
H 4.37941 3.90518 -1.31035
H 4.32156 3.65403 -3.76881
H 2.18194 3.18192 -4.91127
H 0.09048 2.94901 -3.58296
*
```

## Properties
Calculated total energy ... -33911.867 eV
F_max ... 0.01386 Eh/bohr

The computed natural (NBO) charges, all in e, follow: -0.62 -0.53 0.23 -0.59 0.00 0.09 -0.23 -0.15 0.03 0.07 -0.46 -0.22 -0.86 0.19 0.22 0.23 0.21 0.24 0.24 0.29 0.27 0.43 0.27 0.25 0.23 0.19 0.21 0.37 0.39 -0.35 0.38 -0.29 -0.18 -0.22 -0.19 -0.30 0.23 0.23 0.23 0.23 0.23

=====

The calculation returns the following molecular weight values, one per record and in order: 179.287 472.401 121.141 158.178 548.857 294.419 g mol⁻¹.